Record 1
Density functional theory data (ωB97M-V/def2-TZVPD) for 2 unconnected molecules or ions with the total composition C3H5N.

```
9
Properties=species:S:1:pos:R:3
H -0.939 1.890 -0.024
C -0.154 0.136 -0.857
C 2.042 -2.108 1.422
H 1.031 -1.834 1.275
H -0.441 0.605 1.171
C -0.527 0.910 0.142
H 0.266 -0.847 -0.712
N 3.128 -2.402 1.584
H -0.255 0.447 -1.883
```

The value obtained for the LUMO energy is 0.03543 Eh. The structure (SMILES) is C#N.C=C. The value obtained for the orbital gap is 11.63 eV.

Atom charges from the Löwdin analysis, given in e for atoms 1 to 4: number 1, H, carries 0.04; number 2, C, carries -0.08; number 3, C, carries -0.09; number 4, H, carries 0.03

Record 2
Density functional theory data (ωB97M-V/def2-TZVPD) for a molecular structure, C28H41CrN5OSSi in a non-equilibrium geometry.

```
78
Properties=species:S:1:pos:R:3
N 1.904 -3.612 1.270
H -0.374 -2.850 2.053
H 1.287 1.415 3.967
H 0.230 1.185 -3.133
H -0.562 -1.557 0.949
H 1.565 6.412 -1.475
C -1.941 -2.745 -2.394
O 0.043 0.625 0.897
H -2.044 0.292 1.929
N -0.551 -2.309 -2.546
C 5.117 -5.198 2.014
C 1.113 5.822 -0.695
C -4.750 2.151 2.860
H -5.027 4.174 2.268
S 1.739 -1.670 -0.566
H -1.056 -2.234 -4.569
Cr -0.206 -0.232 -0.914
C -0.179 3.884 0.026
H 5.524 -5.752 2.875
H -3.717 -2.220 -1.254
N -0.100 -2.460 1.150
H -0.354 1.524 3.351
H -0.598 3.859 2.153
H 5.676 -4.550 -1.257
C -3.328 3.365 1.286
H -2.207 -2.446 -0.292
H 1.179 2.187 1.535
C -2.765 1.108 1.944
H 1.823 7.122 0.871
C 0.578 0.969 3.245
C 1.067 1.123 1.797
N -2.341 -0.532 -1.178
H 1.439 -4.292 1.879
H 6.687 -5.771 0.636
H -1.864 2.746 -1.646
H -1.986 -3.829 -2.179
C 3.290 -3.922 1.070
C 2.390 0.369 1.700
C 1.126 -2.639 0.698
H 0.096 -3.002 -2.159
H 0.423 -0.093 3.528
H -2.446 -2.599 -3.368
H -2.892 -0.186 -0.400
H 0.311 4.357 -2.029
H -3.601 -0.232 -2.915
C -2.541 2.241 1.110
C -0.184 -2.053 -3.918
H -5.672 2.155 3.423
C 1.236 6.250 0.617
H 2.750 0.392 0.673
C 0.589 5.550 1.628
H -1.904 -0.036 -4.328
H 0.267 -0.233 -5.065
C -2.625 -2.033 -1.251
C 0.378 4.653 -0.991
C 5.759 -5.243 0.781
H -3.182 1.232 -1.989
C -4.407 3.307 2.166
H 2.251 -0.709 1.977
C 0.399 -0.661 -4.071
H 1.491 -0.702 -3.867
H -1.738 1.609 -3.732
H 0.639 5.847 2.674
N -0.236 0.266 -3.063
C -2.786 0.271 -2.374
H -3.125 4.303 0.780
C 5.187 -4.545 -0.267
Si -1.198 2.306 -0.349
H 3.568 -3.278 -0.946
H -4.066 0.167 3.366
C 3.997 -3.824 -0.127
H 3.411 -4.488 3.147
C -3.880 1.075 2.772
C -1.670 0.548 -3.425
C -0.110 4.375 1.339
H 0.593 -2.807 -4.214
C 3.921 -4.504 2.162
H 3.170 0.808 2.379
```

Its multiplicity is 5. The value obtained for the LUMO energy (spin up / spin down) is 0.00294 / 0.00262 Eh. As for the expectation value of S²: 6.111. The value obtained for the orbital gap (spin up / spin down) is 4.79 / 4.93 eV.

Atom charges from the Löwdin analysis, given in e for atoms 1 to 4: number 1, N, carries 0.06; number 2, H, carries 0.13; number 3, H, carries 0.08; number 4, H, carries 0.11

Record 3
Density functional theory data (ωB97M-V/def2-TZVPD) for a molecular structure, C3H2Cl3N in a non-equilibrium geometry.

```
9
Properties=species:S:1:pos:R:3
Cl -1.217 2.137 -0.456
C 0.721 -0.078 -0.444
Cl -1.255 0.358 1.772
Cl -2.105 -0.581 -0.898
C -1.057 0.563 0.099
N 1.682 -1.696 1.255
C 1.238 -0.941 0.515
H 1.355 0.714 -0.472
H 0.639 -0.477 -1.371
```

The value obtained for the LUMO energy is 0.00396 Eh. The value obtained for the orbital gap is 10.75 eV.

Atom charges from the Löwdin analysis, given in e for atoms 1 to 4: number 1, Cl, carries 0.64; number 2, C, carries -0.14; number 3, Cl, carries 0.65; number 4, Cl, carries 0.50

How do the records compare in calculated total energy? In the order shown, they have -4680.3307; -86331.3348; -42198.6738 eV.
How do the records compare in ΔE to the lowest compared entry with this formula, charge and spin? In the order shown, they have 147.3; 109.3; 121.3 kJ/mol.